(1)
A 2-piece molecular cluster, C6H10ClN4O2 overall at a distorted geometry. Source: OMol25; level of theory: ωB97M-V/def2-TZVPD.

Geometry as XYZ:
```
23
C6H10ClN4O2, DFT ωB97M-V/def2-TZVPD
C -0.18 2.36 0.38
C 1.57 0.78 0.28
C -4.27 -0.30 -0.91
C -0.52 -0.85 0.23
C 1.90 -0.53 0.44
C 1.01 -2.52 -0.87
N 0.19 1.16 0.20
N -1.28 2.94 0.62
N 2.52 1.75 0.11
N 0.79 -1.51 0.29
O -3.65 0.60 -0.56
O -4.83 -1.17 -1.40
Cl -1.31 -1.09 1.79
H -1.19 -1.19 -0.58
H 2.85 -0.91 0.37
H 1.09 -2.00 -1.81
H 2.03 -2.86 -0.67
H 0.20 -3.25 -0.89
H -2.24 2.65 0.54
H -1.21 3.95 0.71
H 3.47 1.66 0.36
H 2.21 2.69 0.33
H 0.86 -2.33 1.05
```

Values from the calculation:
E_LUMO (spin up / spin down): -3.76 / -3.99 eV
Highest occupied orbital energy (spin up / spin down): -12.00 / -11.82 eV
Total charge: +1
2S+1: 1
HOMO-LUMO gap (spin up / spin down): 0.303 / 0.288 Ha
Energy relative to the best compared isomer or geometry (same formula, charge and spin): 284.3 kJ/mol

***

(2)
The molecule C6H10ClNOSi at a distorted geometry. Source: OMol25; level of theory: ωB97M-V/def2-TZVPD.

Geometry as XYZ:
```
20
C6H10ClNOSi, DFT ωB97M-V/def2-TZVPD
C 3.03 -0.08 -0.40
C 1.84 -0.06 -0.25
C -0.21 0.79 1.73
C -0.53 1.24 -1.39
C -0.47 -1.88 0.33
C 4.48 -0.08 -0.55
N 4.69 1.12 0.19
O 4.86 2.15 -0.45
Si -0.01 0.03 0.06
Cl 5.21 -1.47 0.37
H -0.40 1.93 1.66
H -1.05 0.32 2.25
H 0.55 0.73 2.42
H -1.59 1.19 -1.57
H -0.51 2.25 -1.09
H 0.06 0.94 -2.17
H 0.59 -2.21 0.56
H -1.01 -1.86 1.28
H -0.98 -2.20 -0.57
H 4.99 -0.21 -1.56
```

Values from the calculation:
E_LUMO: -0.64 eV
Highest occupied orbital energy: -9.67 eV
SMILES: C[Si](C)(C)C#C[C@H](Cl)N=O
2S+1: 1
HOMO-LUMO gap: 0.332 Ha

***

(3)
The molecule C6H10ClOP at a distorted geometry. Source: OMol25; level of theory: ωB97M-V/def2-TZVPD.

Geometry as XYZ:
```
19
C6H10ClOP, DFT ωB97M-V/def2-TZVPD
C -0.34 0.41 0.28
C 0.08 0.33 1.54
C 0.30 -0.47 -0.82
C -0.55 0.94 2.76
C -0.28 -1.85 -0.90
C -0.06 0.27 -2.16
O 1.36 -0.02 1.80
P 2.18 -0.35 -0.50
Cl 2.63 1.56 -0.55
H -1.27 0.82 -0.11
H 0.25 1.26 3.47
H -1.51 0.52 3.17
H -0.90 1.99 2.44
H -0.83 -2.27 -0.01
H 0.45 -2.54 -1.26
H -1.03 -1.74 -1.73
H -1.08 -0.03 -2.39
H 0.58 -0.20 -2.90
H 0.01 1.36 -2.14
```

Values from the calculation:
E_LUMO: -1.30 eV
Highest occupied orbital energy: -7.83 eV
2S+1: 1
HOMO-LUMO gap: 0.240 Ha
Energy relative to the best compared isomer or geometry (same formula, charge and spin): 228.2 kJ/mol

***

(4)
A 2-piece molecular cluster, C6H10F3NO3S overall at a distorted geometry. Source: OMol25; level of theory: ωB97M-V/def2-TZVPD.

Geometry as XYZ:
```
24
C6H10F3NO3S, DFT ωB97M-V/def2-TZVPD
C -1.28 -0.44 1.63
C -1.73 -0.89 0.23
C -0.82 0.95 1.41
C -0.55 -0.39 -0.58
C -0.90 -0.08 -1.99
C 0.70 1.72 -0.22
N -0.07 0.78 0.12
O 1.56 -0.94 1.02
O 3.91 -0.40 1.43
O 3.36 -1.18 -0.92
F 0.98 2.74 0.48
F 1.24 1.77 -1.42
F 2.27 -1.40 -1.84
S 2.74 -0.26 0.57
H -2.06 -0.84 2.36
H -0.33 -0.80 1.92
H -1.89 -1.91 0.21
H -2.64 -0.22 -0.12
H -1.72 1.57 1.18
H -0.13 1.34 2.02
H 0.31 -1.21 -0.56
H -1.41 0.93 -1.91
H -1.49 -0.93 -2.31
H -0.05 0.09 -2.73
```

Values from the calculation:
E_LUMO: -0.14 eV
Highest occupied orbital energy: -8.53 eV
2S+1: 1
HOMO-LUMO gap: 0.309 Ha
Energy relative to the best compared isomer or geometry (same formula, charge and spin): 148.3 kJ/mol

***

no.,calculated total energy (Ha)
1,-1063.961870
2,-1114.137653
3,-1111.310708
4,-1212.648513